[1]
This record from the Open Molecules 2025 dataset describes a cluster of 2 separate species, C3H9NO2S in total. The level of theory is ωB97M-V/def2-TZVPD.

Calculated values
Calculated total energy, eV: -19677.242
E_LUMO, eV: 0.73
HOMO level, eV: -9.3
Structure (SMILES): O=CNCCS.O
Relative energy (zero: lowest compared OMol25 entry of this formula, charge and spin), kcal per mole: 27.0

Geometry (Å):
O -0.0587 -1.4069 -2.2035
C -0.2004 -1.2503 -1.0038
N -1.2874 -0.7165 -0.4222
C -1.3950 -0.6703 1.0454
C -1.1866 0.7601 1.5138
S 0.5643 1.1083 1.7829
H 0.6325 -1.4287 -0.2942
H -2.0882 -0.3729 -0.9222
H -0.6117 -1.3592 1.3404
H -2.3583 -1.0322 1.3797
H -1.6501 0.9260 2.4913
H -1.6924 1.4817 0.8989
H 0.9510 1.6567 0.6221
O 2.6083 0.6292 -1.9953
H 3.1800 0.2835 -2.6984
H 1.8488 0.0377 -2.1213

***

[2]
This record from the Open Molecules 2025 dataset describes a cluster of 2 separate species, C3H9NO2S in total. The level of theory is ωB97M-V/def2-TZVPD.

Calculated values
Calculated total energy, eV: -19677.025
E_LUMO, eV: 0.70
HOMO level, eV: -9.5
Structure (SMILES): O=CNCCS.O
Relative energy (zero: lowest compared OMol25 entry of this formula, charge and spin), kcal per mole: 32.0

Geometry (Å):
O 2.2880 -1.4086 -0.2160
C 1.3319 -1.2270 0.5236
N 0.7558 -0.0786 0.9583
C -0.5421 -0.1394 1.6307
C -1.6012 0.6659 0.9446
S -1.8958 0.2579 -0.8351
H 0.8608 -2.1671 0.8360
H 0.6793 0.6005 0.1989
H -0.8413 -1.2071 1.6226
H -0.4715 0.0476 2.7058
H -2.5534 0.4939 1.4437
H -1.4244 1.7378 0.8745
H -1.8676 1.5482 -1.2542
O 1.5570 1.0635 -1.6540
H 2.4328 1.4056 -1.9308
H 1.8195 0.1775 -1.3989

***

[3]
This record from the Open Molecules 2025 dataset describes a cluster of 2 separate species, C3H9NO2S2 in total. The level of theory is ωB97M-V/def2-TZVPD.

Calculated values
Calculated total energy, eV: -30510.235
E_LUMO (alpha / beta), eV: 3.22 / 3.15
HOMO level (alpha / beta), eV: 0.4 / -3.8
Total charge: -1
2S+1: 2
⟨S²⟩: 0.75
Relative energy (zero: lowest compared OMol25 entry of this formula, charge and spin), kcal per mole: 74.3

Geometry (Å):
N -0.1156 2.1699 -0.5812
C -0.2646 0.7238 -0.2878
C -0.2449 0.7331 1.2027
O -1.2477 1.1608 1.8409
C 0.8722 -0.0344 -0.9951
S 0.4019 -1.7628 -1.0805
S 1.3847 -3.1040 -0.0179
H -0.9421 2.7632 -0.4281
H 0.5033 2.6922 -0.0348
H -1.2272 0.3612 -0.6233
H 0.6271 0.2430 1.7917
H 1.8840 0.2904 -0.6618
H 0.8102 0.4393 -2.1229
H 0.6371 -3.0047 1.1540
H -3.0726 4.1453 1.1122
H -2.0559 4.8265 0.3665
O -2.1419 4.0127 0.8553

***

[4]
This record from the Open Molecules 2025 dataset describes a cluster of 2 separate species, C3H9NO2S2 in total. The level of theory is ωB97M-V/def2-TZVPD.

Calculated values
Calculated total energy, eV: -30512.733
E_LUMO, eV: 0.18
HOMO level, eV: -9.0
Structure (SMILES): NC(=O)CCSS.O
Relative energy (zero: lowest compared OMol25 entry of this formula, charge and spin), kcal per mole: 14.5

Geometry (Å):
N 1.6555 0.4846 0.9000
C 1.0454 1.4491 0.1244
O 1.2673 2.6243 0.3326
C 0.2518 1.0334 -1.0958
C 0.0953 -0.4915 -1.2477
S -1.0582 -0.8943 -2.5312
S -1.9772 -2.6555 -2.2094
H 1.1852 -0.4052 0.9455
H 2.1322 0.8238 1.7076
H -0.6877 1.5679 -1.2186
H 0.8030 1.3825 -1.9655
H -0.2150 -0.9729 -0.3172
H 1.0768 -0.8891 -1.5000
H -2.8036 -2.5395 -1.1202
O -0.9012 0.1502 2.8512
H -1.6008 -0.5177 2.8399
H -0.2686 -0.1500 3.5043

***

[5]
This record from the Open Molecules 2025 dataset describes a cluster of 3 separate species, C3H9NO2S2 in total. The level of theory is ωB97M-V/def2-TZVPD.

Calculated values
Calculated total energy, eV: -30506.947
E_LUMO, eV: -4.62
HOMO level, eV: -9.2
Relative energy (zero: lowest compared OMol25 entry of this formula, charge and spin), kcal per mole: 148.0

Geometry (Å):
S -0.4956 3.3650 -1.0183
S -0.4727 -2.9646 -0.4776
C 0.3847 -1.4340 -0.7670
C 0.3024 -0.6637 0.5669
N 1.0092 0.5235 0.4182
C 1.7982 0.9868 1.4030
O 1.8176 2.1467 1.7609
H -0.0768 2.3869 -0.1619
H 1.3547 -1.8638 -1.1214
H -0.1141 -0.8215 -1.5525
H 0.6561 -1.2519 1.4389
H -0.7569 -0.5630 0.8417
H 0.3933 4.2807 -0.4923
H 2.4226 0.2155 1.9136
H -2.0549 -1.7967 -0.6826
H -3.4868 -1.4890 -1.1824
O -2.6811 -1.0570 -0.8874

***

[6]
This record from the Open Molecules 2025 dataset describes a cluster of 2 separate species, C3H9NO2S2 in total. The level of theory is ωB97M-V/def2-TZVPD.

Calculated values
Calculated total energy, eV: -30502.800
E_LUMO (alpha / beta), eV: -4.42 / -8.45
HOMO level (alpha / beta), eV: -13.1 / -13.1
Total charge: +1
2S+1: 2
⟨S²⟩: 0.75
Relative energy (zero: lowest compared OMol25 entry of this formula, charge and spin), kcal per mole: 29.1

Geometry (Å):
S 1.2151 -2.9940 0.2240
S 1.3673 -1.2164 -0.6087
C 0.2758 -0.1872 0.3953
C -0.9424 0.2233 -0.5825
N -1.3764 1.5546 -0.3590
C -2.6889 1.6533 -0.0659
O -3.1018 2.7313 0.3178
H -0.1238 -3.2384 0.1339
H -0.0583 -0.6387 1.4373
H 0.7090 0.8612 0.6184
H -1.7669 -0.4969 -0.4953
H -0.4762 -0.0371 -1.5238
H -0.7531 2.3946 -0.1778
H -3.3164 0.6643 -0.3272
H 2.1818 2.9473 1.5510
H 1.8706 3.0686 0.0984
O 1.8746 2.3715 0.7913

***

[7]
This record from the Open Molecules 2025 dataset describes a cluster of 2 separate species, C3H9NO3 in total. The level of theory is ωB97M-V/def2-TZVPD.

Calculated values
Calculated total energy, eV: -10887.736
E_LUMO (alpha / beta), eV: 3.62 / 3.48
HOMO level (alpha / beta), eV: 0.4 / -3.1
Total charge: -1
2S+1: 2
⟨S²⟩: 0.75
Relative energy (zero: lowest compared OMol25 entry of this formula, charge and spin), kcal per mole: 17.7

Geometry (Å):
O -0.1856 -0.3057 -2.5390
C -0.2244 0.3883 -1.4541
C 0.4380 0.0557 -0.1572
N -0.5349 -0.2268 0.9242
C -1.1111 0.9005 1.5418
O -0.1393 1.7267 2.2559
H -0.7209 1.3715 -1.5983
H 1.0156 0.9575 0.1305
H 1.0300 -0.8409 -0.3331
H -0.2756 -0.8983 1.6455
H -1.6784 1.5069 0.8327
H -1.8572 0.6107 2.3012
H -0.6349 2.2004 2.9225
H 0.8322 -2.4496 -2.1405
H 2.3294 -2.2897 -2.4584
O 1.7169 -2.7071 -1.8738

***

[8]
This record from the Open Molecules 2025 dataset describes a structure of composition C3H9NO3. The level of theory is ωB97M-V/def2-TZVPD.

Calculated values
Calculated total energy, eV: -10886.345
E_LUMO (alpha / beta), eV: -0.55 / -0.55
HOMO level (alpha / beta), eV: -8.5 / -8.5
Relative energy (zero: lowest compared OMol25 entry of this formula, charge and spin), kcal per mole: 97.7

Geometry (Å):
C -0.7929 -0.1817 0.1907
C -0.2095 -1.1506 -0.6244
C 0.4641 1.4017 0.1788
N -1.9518 0.4636 -0.3097
O -0.7963 -0.4556 1.5630
O 2.0228 -0.7838 -0.8215
O 1.4837 1.0187 0.8377
H 0.1082 -0.2877 1.8828
H 2.5615 -1.4905 -0.4498
H 2.0108 -0.0305 -0.1054
H -2.2636 1.2107 0.2980
H -2.7132 -0.1752 -0.4962
H 0.1015 -2.0944 -0.2073
H -0.3271 -1.0914 -1.6937
H -0.2302 2.1038 0.6641
H 0.5322 1.5428 -0.9070